DFT (ωB97M-V/def2-TZVPD) results for a 11-piece molecular cluster, C26H66F2N9O18S2 overall.

Each line ends with the Mulliken charge.
CARTESIAN COORDINATES (ANGSTROEM)
N  -0.19749  -0.85938  1.25149  -0.2967
S  -0.28118  0.16991  0.11574  0.3082
O  -0.65523  -0.39651  -1.14661  -0.5824
O  0.51570  1.36459  0.18435  -0.1234
F  -1.74080  0.68596  0.66763  -0.3482
S  1.49511  -1.08618  0.99568  0.0463
O  2.34996  -0.57478  2.05094  -0.2145
O  1.96091  -1.30893  -0.32612  -0.2584
F  1.44992  -2.61581  1.60045  -0.3757
C  2.62014  2.59754  -2.49821  -0.5981
C  2.95750  2.84718  -3.92723  0.2490
O  3.61239  3.75940  -4.33024  -0.3982
N  2.37098  1.78103  -4.89091  0.1885
H  3.08071  1.08428  -5.09605  0.3964
H  1.59882  1.26443  -4.46778  -0.0905
C  1.78931  2.36768  -6.21456  -0.7447
H  3.09563  3.26646  -1.78468  0.3886
H  2.87375  1.57473  -2.21618  0.2019
H  1.54744  2.77382  -2.39182  0.2731
H  1.14698  1.58292  -6.61508  0.3624
H  2.60690  2.55293  -6.90619  0.3620
H  1.15609  3.22995  -6.02034  0.3317
C  3.44659  -5.28099  3.51264  -1.1198
C  3.60307  -4.06317  4.36633  0.6447
O  2.75579  -3.63261  5.09563  -0.4534
N  4.77079  -3.14891  4.00977  0.1488
H  5.08467  -3.46134  3.09672  0.4208
H  4.52214  -2.15503  3.96813  0.2574
C  5.96058  -3.34597  4.96707  -0.9047
H  4.27583  -5.97950  3.61881  0.4020
H  3.15150  -5.08474  2.48051  0.2405
H  2.52256  -5.76103  3.83816  0.3812
H  6.39336  -4.34160  5.02576  0.3496
H  5.79816  -2.89218  5.94282  0.3604
H  6.67955  -2.65506  4.52460  0.4271
C  -1.60986  -3.57523  -2.16245  -0.3957
C  -0.79052  -3.66380  -0.89404  0.5728
O  0.40322  -3.77787  -0.84505  -0.3182
N  -1.43738  -3.26352  0.43617  0.2894
H  -0.85805  -2.48401  0.79482  -0.1544
H  -2.27765  -2.70447  0.31355  0.4912
C  -1.58929  -4.45716  1.36983  -0.8317
H  -2.24408  -2.69111  -2.05851  -0.1734
H  -2.32799  -4.39471  -2.21966  0.4561
H  -0.95927  -3.43529  -3.02167  0.1422
H  -2.34552  -5.10289  0.93121  0.3901
H  -1.98536  -3.99322  2.27546  0.4087
H  -0.66515  -4.89294  1.74124  0.3405
C  -6.73192  -0.49173  -4.28752  -1.1754
C  -5.59282  -0.94849  -3.46668  0.6292
O  -4.86219  -1.88436  -3.61508  -0.3560
N  -5.37710  -0.17055  -2.13360  -0.1307
H  -6.06727  0.56470  -2.01915  0.3777
H  -5.39370  -0.88117  -1.41055  0.3646
C  -4.02653  0.59812  -2.19350  -0.2301
H  -6.76509  -0.85419  -5.31240  0.3594
H  -6.66761  0.59916  -4.34447  0.3833
H  -7.66136  -0.68538  -3.74705  0.3811
H  -3.85868  1.29670  -3.00860  0.3792
H  -3.30388  -0.21660  -2.19098  -0.1143
H  -4.03317  1.00266  -1.18155  0.0985
C  0.31826  5.40802  1.93424  -0.9050
C  1.59821  5.17355  1.18945  0.5623
O  1.70671  5.21345  -0.02287  -0.4367
N  2.81915  4.78556  2.03119  -0.0672
H  3.63646  5.07281  1.49587  0.4090
H  2.93741  5.24228  2.93361  0.4451
C  2.96065  3.27745  2.18999  -0.4919
H  -0.22648  4.57986  2.38848  0.0526
H  -0.34637  6.00432  1.31244  0.3502
H  0.57195  5.99164  2.82356  0.4523
H  1.97189  2.84573  2.33375  -0.0262
H  3.63127  3.05608  3.02330  0.4456
H  3.31757  3.02303  1.19376  0.1819
C  -3.15159  1.40488  4.27809  -1.4078
C  -1.78331  0.97586  3.90446  0.6387
O  -0.82260  1.67819  3.80549  -0.3772
N  -1.61692  -0.51862  3.66403  0.5108
H  -2.55209  -0.91396  3.63651  0.5148
H  -1.24724  -0.62242  2.70889  0.0758
C  -0.59818  -1.10542  4.64260  -0.8415
H  -3.91473  0.93437  3.65586  0.4234
H  -3.19807  2.48686  4.39726  0.3598
H  -3.48313  1.14665  5.28923  0.4531
H  0.32603  -0.54111  4.53406  0.2874
H  -0.58718  -2.18606  4.50845  0.3751
H  -0.87527  -1.03645  5.69579  0.4044
C  -3.37183  3.18922  1.17337  -0.3632
C  -4.79413  3.55005  1.34739  0.2495
O  -5.64254  2.88258  1.87907  -0.4549
N  -5.31773  4.80763  0.70344  -0.0894
H  -6.04046  5.23196  1.28371  0.4109
H  -4.55516  5.46077  0.54517  0.4000
C  -6.12570  4.56570  -0.58428  -0.7910
H  -2.71627  3.96054  1.57843  0.5873
H  -3.14938  2.99552  0.12359  0.3898
H  -3.23894  2.28583  1.76211  -0.4648
H  -6.36209  5.53312  -1.02574  0.3834
H  -7.04064  4.03341  -0.33630  0.3447
H  -5.43398  4.07030  -1.26371  0.3156
C  2.56729  -2.89033  -5.49048  -1.2339
C  2.26900  -3.24393  -4.02936  0.6931
O  1.54827  -4.09507  -3.64878  -0.3908
N  2.96272  -2.34218  -3.00865  0.3081
H  3.59731  -1.65323  -3.39684  0.4190
H  2.17737  -1.81013  -2.62995  -0.0733
C  3.70343  -3.20278  -1.94935  -0.9592
H  3.64809  -2.89374  -5.65136  0.4640
H  2.06199  -1.99290  -5.84622  0.1869
H  2.28902  -3.77230  -6.06748  0.3798
H  4.63559  -3.51903  -2.41752  0.4699
H  3.11887  -4.04775  -1.59829  0.3622
H  4.07603  -2.57294  -1.14337  0.3280
O  -1.39630  -0.52448  -3.99869  -0.2759
C  -0.20535  -0.67056  -4.66186  0.2470
O  0.82042  -0.54723  -3.91944  0.0327
O  -0.14155  -0.76970  -5.89737  -0.7297
H  -0.85049  -0.33433  -3.21638  0.1353
O  3.04657  0.91226  4.41332  -0.4341
C  4.37930  0.82374  4.34746  0.5637
O  5.07504  1.84562  4.51647  -0.7082
O  4.75921  -0.38628  4.21323  -0.8019
H  2.96463  -0.00766  4.11615  0.2946

**Max |F|**: 8.490 eV/Å
**LUMO**: -11.87 eV
**Energy relative to the best compared isomer or geometry (same formula, charge and spin)**: 27.64 kcal per mole
**Net charge**: +5